(1)
{
  "formula": "C4H8FN2",
  "method": "ωB97M-V/def2-TZVPD",
  "e_above_lowest_kcal_mol": 84.8,
  "energy_ha": -366.21240,
  "e_homo_ev": -14.196,
  "largest_force_ev_per_a": 6.224,
  "total_charge": 1,
  "lumo_energy_ev": -3.979,
  "symbols": ["C", "C", "C", "C", "N", "N", "F", "H", "H", "H", "H", "H", "H", "H", "H"],
  "xyz": [[-1.383004, 0.854816, 0.951232], [-0.720099, -1.145373, -0.017316], [0.038439, 1.255211, 0.944896], [0.640745, -0.425301, -0.102732], [-1.812927, -0.173082, 0.392309], [1.208541, -0.152451, -1.462030], [0.708901, 1.175684, 2.124997], [-2.237583, 1.469894, 1.467138], [-1.234606, -1.609864, -0.857132], [-0.853588, -1.902501, 0.715352], [0.383319, 2.039190, 0.432921], [1.234491, -0.965524, 0.661858], [0.492544, 0.309100, -2.013589], [1.450145, -1.018342, -1.983664], [2.084682, 0.288543, -1.254241]],
  "atomic_forces_ev_per_a": [[-2.3, 2.0, 1.2], [-1.9, 2.1, -1.3], [1.1, -6.1, 0.8], [-2.9, 0.6, 3.2], [0.8, -1.6, 0.0], [-0.4, -2.3, 1.1], [-0.6, 0.1, -0.5], [2.0, -0.6, -1.0], [1.0, 0.0, -0.9], [0.8, -0.7, 1.0], [0.9, 3.3, -2.0], [0.9, 0.8, -1.2], [0.4, 0.8, -0.2], [-0.2, 0.3, 0.4], [0.5, 1.2, -0.7]],
  "nbo_charge": [-0.01, -0.35, 0.29, -0.19, -0.30, -0.68, -0.31, 0.25, 0.24, 0.26, 0.17, 0.26, 0.46, 0.45, 0.46]
}

---

(2)
{
  "formula": "C4H8FN3",
  "method": "ωB97M-V/def2-TZVPD",
  "e_above_lowest_kcal_mol": 0.0,
  "energy_ha": -420.56820,
  "e_homo_ev": [-19.573, -19.573],
  "largest_force_ev_per_a": 8.174,
  "total_charge": 2,
  "lumo_energy_ev": [-10.355, -10.355],
  "smiles": "C=N/C(F)=[NH+]/C(C)=[NH2+]",
  "symbols": ["C", "N", "C", "F", "N", "C", "C", "N", "H", "H", "H", "H", "H", "H", "H", "H"],
  "xyz": [[0.020229, 3.390194, -1.050106], [0.391946, 2.221160, -1.170504], [-0.324531, 0.773491, -1.033844], [-0.909449, 0.222411, -1.967824], [0.165516, 0.055527, -0.011674], [-0.017855, -1.282747, 0.339579], [0.583412, -1.630047, 1.659044], [-0.615368, -2.094196, -0.327519], [-0.951759, 3.667709, -0.757234], [0.632593, 4.203375, -1.194123], [0.614846, 0.638278, 0.667731], [-0.112188, -1.699298, 2.460079], [1.021726, -2.533397, 1.688116], [1.397277, -1.063284, 1.979310], [-0.874673, -3.070207, 0.004539], [-1.021723, -1.798969, -1.285570]],
  "atomic_forces_ev_per_a": [[-2.6, -0.3, 0.7], [-0.4, -6.9, -0.5], [3.5, 6.0, 1.8], [-0.8, -0.6, -1.5], [-1.0, 0.3, -1.2], [3.5, 3.4, 4.7], [-1.4, 1.5, -0.4], [-4.6, -3.9, -5.5], [-1.5, 0.2, 0.4], [2.2, 1.5, -0.6], [0.5, 0.2, 0.6], [-1.1, 0.4, 0.6], [1.2, -3.8, -0.7], [1.1, 1.9, 0.2], [0.7, 1.4, -0.5], [0.6, -1.1, 1.9]],
  "nbo_charge": [0.11, -0.37, 0.95, -0.18, -0.58, 0.61, -0.72, -0.60, 0.22, 0.25, 0.48, 0.31, 0.29, 0.28, 0.50, 0.46]
}

---

(3)
{
  "formula": "C4H8FN4",
  "method": "ωB97M-V/def2-TZVPD",
  "e_above_lowest_kcal_mol": 13.8,
  "energy_ha": -475.68721,
  "spin_multiplicity": 3,
  "e_homo_ev": [-10.691, -14.875],
  "s_squared": 2.01,
  "largest_force_ev_per_a": 5.410,
  "total_charge": 1,
  "lumo_energy_ev": [-3.665, -8.128],
  "symbols": ["C", "C", "C", "C", "N", "N", "N", "N", "F", "H", "H", "H", "H", "H", "H", "H", "H"],
  "xyz": [[0.467601, -0.648281, 1.380131], [1.032720, -0.405026, -0.956716], [-0.364209, 0.564866, 1.652141], [-1.830118, 0.463901, 0.912950], [1.022212, -0.914656, 0.275401], [0.062693, -0.639999, -1.882067], [2.270257, 0.031623, -1.361928], [-2.029089, -0.007200, -0.214707], [-2.723533, 1.107411, 1.717033], [0.777170, -1.293270, 2.237557], [-0.542688, 0.845388, 2.767126], [0.077965, 1.514863, 1.396584], [0.308198, -0.451074, -2.832597], [2.857545, 0.306705, -0.568914], [2.421826, 0.574375, -2.280465], [-3.057405, 0.042183, -0.577158], [-0.751145, -1.091808, -1.664370]],
  "atomic_forces_ev_per_a": [[-1.2, -0.8, 5.2], [1.1, -1.8, -3.2], [-2.9, 0.4, 0.8], [1.8, 1.4, 2.1], [0.7, 1.4, -2.8], [4.3, 1.9, 0.8], [-0.8, 1.5, -0.8], [-2.6, -0.3, -0.7], [0.3, -0.6, -0.9], [-0.3, 0.6, -0.5], [0.2, -1.6, -1.7], [0.4, 0.3, -1.1], [-0.3, 0.2, -0.4], [-0.1, -0.2, -0.7], [-0.4, -1.4, 2.0], [2.2, 0.1, 1.1], [-2.4, -1.1, 0.9]],
  "lowdin_spin": [0.62, 0.12, 0.14, 0.04, 0.77, 0.09, 0.11, 0.00, 0.01, 0.07, 0.00, 0.01, 0.00, 0.00, 0.00, 0.00, 0.00]
}

---

(4)
{
  "formula": "C4H8FNO",
  "method": "ωB97M-V/def2-TZVPD",
  "e_above_lowest_kcal_mol": 141.6,
  "energy_ha": -386.83666,
  "e_homo_ev": -9.271,
  "largest_force_ev_per_a": 8.047,
  "lumo_energy_ev": 0.428,
  "symbols": ["C", "C", "C", "C", "H", "H", "H", "H", "H", "H", "H", "H", "N", "O", "F"],
  "xyz": [[-2.098611, -0.066537, 0.113732], [-0.793368, -0.768912, -0.167724], [0.446965, 0.015901, -0.000544], [1.902438, -0.433079, 0.278086], [-2.802662, -1.009961, 0.438321], [-2.093571, 0.797409, 0.917804], [-2.609606, 0.193374, -0.990680], [-0.926357, -1.174879, -1.165242], [-0.669954, -1.810625, 0.404451], [2.791215, 0.410701, -0.129198], [1.976081, -0.301389, 1.611935], [1.011799, 2.721196, -0.832842], [0.347220, 1.327495, -0.152660], [1.536598, 1.909389, -0.058370], [1.981808, -1.810085, -0.267072]],
  "atomic_forces_ev_per_a": [[-3.4, -1.0, -0.7], [0.7, -3.2, 1.3], [1.7, 3.6, -0.7], [0.3, 0.2, 1.8], [1.3, 2.7, -0.3], [-0.1, -1.9, -1.9], [1.3, 0.1, 3.3], [0.7, 0.1, -0.5], [-0.3, 2.4, -0.6], [-2.8, -3.3, 0.7], [0.1, -1.2, -4.0], [3.7, -2.6, 3.6], [-2.9, -5.6, 0.6], [-0.9, 6.9, -4.1], [0.5, 2.7, 1.5]],
  "nbo_charge": [-0.62, -0.47, 0.14, -0.04, 0.22, 0.24, 0.22, 0.24, 0.22, 0.26, 0.20, 0.51, -0.19, -0.55, -0.39]
}

---

(5)
{
  "formula": "C4H8FNO",
  "method": "ωB97M-V/def2-TZVPD",
  "e_above_lowest_kcal_mol": 81.0,
  "energy_ha": -386.93330,
  "e_homo_ev": -9.538,
  "largest_force_ev_per_a": 4.893,
  "lumo_energy_ev": 0.786,
  "smiles": "N[C@H](/C=C/F)CO",
  "symbols": ["N", "C", "C", "C", "F", "C", "O", "H", "H", "H", "H", "H", "H", "H", "H"],
  "xyz": [[1.488254, -0.458349, 0.984270], [0.030108, -0.774002, 0.858672], [-0.380273, -0.843331, -0.647763], [0.316551, -0.058728, -1.394413], [-0.322146, 0.131856, -2.569157], [-0.684074, 0.297899, 1.507097], [-0.603435, 1.574870, 0.915069], [1.555186, -0.083895, 2.083925], [2.233325, -1.161586, 0.518319], [-0.517749, -1.591071, 1.337889], [-1.203714, -1.472692, -0.868863], [1.315328, 0.300165, -1.099032], [-1.643852, -0.233496, 1.616294], [-0.548370, 0.391257, 2.701449], [0.424984, 1.543084, 0.680423]],
  "atomic_forces_ev_per_a": [[0.5, -0.6, 2.3], [1.7, -1.4, -2.1], [1.3, -0.6, 4.7], [-0.7, -0.3, -1.4], [1.5, 0.9, -1.5], [-2.3, 1.3, 3.8], [3.1, -0.9, -0.3], [0.9, -2.0, -3.9], [-2.4, 2.0, 2.2], [1.5, -1.2, 0.3], [-0.8, 0.1, -0.6], [-0.8, 0.6, -1.0], [-1.0, 1.7, -0.8], [0.8, -0.3, -2.2], [-3.1, 0.6, 0.4]],
  "nbo_charge": [-0.93, -0.12, -0.28, 0.21, -0.34, -0.09, -0.70, 0.40, 0.41, 0.18, 0.22, 0.21, 0.19, 0.15, 0.48]
}

---

(6)
{
  "formula": "C4H8GdO3",
  "method": "ωB97M-V/def2-TZVPD",
  "e_above_lowest_kcal_mol": 105.6,
  "energy_ha": -1148.06283,
  "spin_multiplicity": 8,
  "e_homo_ev": [-11.241, -12.798],
  "s_squared": 15.78,
  "largest_force_ev_per_a": 5.199,
  "total_charge": 1,
  "lumo_energy_ev": [-4.131, -4.381],
  "symbols": ["C", "H", "H", "H", "O", "C", "H", "H", "O", "C", "C", "O", "Gd", "H", "H", "H"],
  "xyz": [[0.030893, -1.642594, 0.287882], [-0.577595, -1.863256, 1.173671], [0.971968, -2.207196, 0.255005], [-0.215750, -2.094676, -0.689097], [1.843894, -0.355327, 1.226974], [2.933390, 0.080286, 0.369433], [3.753745, 0.492616, 0.990440], [3.268930, -0.730276, -0.311910], [-0.937955, 2.498293, -0.394606], [-1.951224, 1.817622, -0.458509], [-1.884813, 0.326497, -0.426720], [-0.558522, -0.071562, -0.380878], [1.135662, 1.528675, -0.265049], [-2.948210, 2.290704, -0.464524], [-2.375969, -0.048780, -1.347182], [-2.488451, -0.021023, 0.435072]],
  "atomic_forces_ev_per_a": [[-2.1, -2.1, -2.8], [0.1, 0.6, -0.6], [1.0, 2.1, 1.1], [-1.7, 0.0, 0.7], [2.6, 2.9, -3.2], [-0.9, -3.4, 3.8], [-0.3, 0.3, -0.6], [-0.2, 0.7, -0.1], [-1.2, 0.3, -0.3], [-0.2, 0.1, 0.5], [-0.7, -0.9, -0.1], [2.8, -0.6, 1.2], [0.6, -0.2, 0.4], [0.2, -0.1, -0.2], [-0.1, 0.1, 0.3], [0.1, 0.1, -0.2]],
  "lowdin_spin": [0.00, 0.00, 0.00, 0.00, 0.38, 0.48, 0.04, 0.04, 0.07, 0.01, 0.01, 0.04, 5.93, 0.00, 0.00, 0.00]
}